Entry 1:
The following is a quantum chemistry calculation of the molecule C9H11NO2S at a distorted geometry, from the Open Molecules 2025 dataset.

Geometry (Å):
C: 0.2001 -1.6082 1.4370
C: -0.5650 -1.5729 2.5414
C: -0.3344 -1.0856 0.2599
C: -1.7014 -0.7226 0.4863
C: -2.7042 -0.2439 -0.4170
C: 0.4478 -0.7375 -0.9669
C: 0.6105 0.8859 -0.9163
C: 0.8234 1.4910 0.4510
C: 1.8305 1.2013 -1.9344
N: 1.6664 1.0454 1.1909
O: -2.6187 -0.1371 -1.6292
O: -3.7301 0.1866 0.3012
S: -2.1042 -0.8741 2.1950
H: 1.2110 -1.7749 1.4049
H: -0.1951 -1.7763 3.5627
H: 1.3744 -1.2192 -0.9995
H: -0.1144 -0.8303 -1.9288
H: -0.2428 1.4792 -1.4088
H: 1.4496 1.4050 -2.9500
H: 2.3800 0.2525 -1.9823
H: 2.3349 2.0868 -1.4898
H: 2.4350 0.3074 1.0949
H: -4.3769 0.6709 -0.3335
H: 1.9236 1.5705 2.0313

## Properties
Largest force on an atom: 8.4 eV Å⁻¹
Frontier orbital gap: 0.2811 Ha
DFT total energy: -952.8548 hartree
E_HOMO: -7.46 eV
Energy relative to the best compared isomer or geometry (same formula, charge and spin): 87.1 kcal/mol

=====

Entry 2:
The following is a quantum chemistry calculation of a cluster of 2 separate species, C9H11NO3 in total at a distorted geometry, from the Open Molecules 2025 dataset.

Geometry (Å):
C: 1.9737 4.0705 0.5863
C: 1.2849 2.8076 0.1690
C: 2.0137 1.7403 -0.3916
C: 1.3733 0.5665 -0.7304
C: 0.0113 0.2914 -0.2817
C: -0.7634 1.4927 0.0237
C: -0.1124 2.6768 0.2959
C: -0.6730 -1.0396 -0.6854
O: -0.1629 -0.8678 0.5985
O: -1.8246 -5.3543 -0.8541
N: -1.7764 -4.6138 0.1323
O: -2.3537 -4.7752 1.2024
C: 3.4872 1.8785 -0.6459
H: 1.2539 4.7690 1.0216
H: 2.7559 3.9045 1.3391
H: 2.4529 4.5746 -0.2637
H: 1.9217 -0.2399 -1.2306
H: -1.8373 1.3756 0.1613
H: -0.6776 3.5396 0.6509
H: -1.7643 -1.0186 -0.7578
H: -0.0954 -1.6908 -1.3531
H: 3.8768 0.9552 -1.0886
H: 3.6951 2.7094 -1.3319
H: 4.0511 2.0575 0.2777

## Properties
Largest force on an atom: 4.1 eV Å⁻¹
Frontier orbital gap (alpha / beta): 0.3048 / 0.1696 Ha
DFT total energy: -629.7954 hartree
E_HOMO (alpha / beta): -9.04 / -7.15 eV
Energy relative to the best compared isomer or geometry (same formula, charge and spin): 165.0 kcal/mol

=====

Entry 3:
The following is a quantum chemistry calculation of the molecule C9H11NO3 at a distorted geometry, from the Open Molecules 2025 dataset.

Geometry (Å):
C: 0.6277 0.6840 -1.6712
C: 1.6194 1.5603 -2.4750
C: 1.2197 0.2728 -0.3130
C: 0.2576 -0.2420 0.7133
C: -0.1786 0.4237 1.8419
C: -0.3231 -1.5138 0.5247
C: -1.2701 -0.0300 2.7006
C: -1.3840 -1.9841 1.2971
C: -1.8962 -1.1903 2.4171
H: -0.4112 0.0520 -3.2255
H: 0.9870 -0.8015 -3.0292
H: -0.4045 1.1915 -1.4371
H: 1.7026 1.1625 0.0603
H: 1.8089 -0.5740 -0.5845
H: 0.1694 1.4325 2.1228
H: 0.0609 -2.0749 -0.3322
H: -1.5161 0.6473 3.4790
H: -1.9441 -2.9043 0.9851
H: -3.2903 -0.8294 3.7758
H: 2.9336 2.9291 -2.1834
N: 0.1267 -0.4830 -2.5223
O: 2.0591 1.2785 -3.5649
O: -2.9637 -1.6728 3.2119
O: 2.0093 2.6657 -1.7909

## Properties
Largest force on an atom: 3.8 eV Å⁻¹
Frontier orbital gap: 0.3369 Ha
SMILES: N[C@@H](Cc1ccc(O)cc1)C(=O)O
DFT total energy: -630.0014 hartree
E_HOMO: -8.63 eV
Energy relative to the best compared isomer or geometry (same formula, charge and spin): 35.7 kcal/mol

=====

Entry 4:
The following is a quantum chemistry calculation of a structure of composition C9H11NO3P at a distorted geometry, from the Open Molecules 2025 dataset.

Geometry (Å):
C: -3.5579 -1.2083 0.0853
C: -2.4066 -1.7347 -0.5434
C: -3.4807 -0.0437 0.8379
C: -1.2036 -1.0338 -0.5024
C: -2.3860 0.7498 0.7621
C: -1.1999 0.2887 0.0366
C: -0.1003 1.1666 0.1159
C: 1.3376 0.8885 -0.2260
C: 2.6962 -0.4338 -0.9494
N: 2.2272 1.8812 -0.3384
O: 4.8185 0.9432 -0.1044
O: 3.4660 -0.3389 1.6363
O: 4.8108 -1.7096 0.0394
P: 4.1698 -0.3758 0.1890
H: -4.5346 -1.6767 0.0810
H: -2.3940 -2.6964 -1.1316
H: -4.4519 0.1880 1.1493
H: -0.3908 -1.5237 -0.9548
H: -2.2404 1.7658 1.1264
H: -0.2585 2.2449 0.4736
H: 2.8204 -0.0826 -1.8890
H: 2.1670 -1.4626 -0.9569
H: 3.9728 -1.0670 2.0991
H: 2.0814 2.8127 0.0977
H: 3.2129 1.6514 -0.1228

## Properties
Largest force on an atom: 6.8 eV Å⁻¹
Frontier orbital gap: 0.2584 Ha
Charge: -1
DFT total energy: -971.4288 hartree
E_HOMO: -3.69 eV
Energy relative to the best compared isomer or geometry (same formula, charge and spin): 74.4 kcal/mol

=====

Entry 5:
The following is a quantum chemistry calculation of a cluster of 2 separate species, C9H11NO3S in total at a distorted geometry, from the Open Molecules 2025 dataset.

Geometry (Å):
C: 4.0442 -0.3198 -0.7028
C: 3.4068 0.7603 -1.3824
C: 3.2673 -1.2882 -0.0478
C: 1.9730 0.7475 -1.3550
C: 1.8780 -1.2935 -0.1081
C: 1.2905 -0.2273 -0.6969
C: -2.6582 1.2580 2.4447
C: -0.3101 -0.1906 -0.6156
C: -1.9572 0.2842 1.5760
N: -3.1372 0.1449 -0.9891
O: -3.2001 0.5317 -2.1279
O: -3.5444 -1.0751 -0.7490
O: -2.2798 -0.8643 1.3920
S: -0.7891 1.1198 0.5585
H: 5.2251 -0.4312 -0.7660
H: 3.9716 1.5263 -1.8346
H: 3.7114 -2.2220 0.4090
H: 1.4548 1.4998 -1.9529
H: 1.3066 -2.0687 0.4027
H: -3.3473 1.9467 1.8544
H: -3.3079 0.7221 3.1553
H: -1.9961 1.9023 3.0164
H: -0.8624 -0.1026 -1.5202
H: -0.6543 -1.0416 -0.1407
H: -3.4851 -1.3185 0.1799

## Properties
Largest force on an atom: 4.5 eV Å⁻¹
Frontier orbital gap: 0.3585 Ha
SMILES: CC(=O)SCc1ccccc1.O=NO
DFT total energy: -1028.0869 hartree
E_HOMO: -9.21 eV
Energy relative to the best compared isomer or geometry (same formula, charge and spin): 97.5 kcal/mol

=====

Entry 6:
The following is a quantum chemistry calculation of a cluster of 2 separate species, C9H11NO5 in total at a distorted geometry, from the Open Molecules 2025 dataset.

Geometry (Å):
C: -1.1003 -0.1861 -3.5201
C: -0.3510 -0.3468 -2.2215
C: 0.9982 -0.7339 -2.2461
C: 1.7281 -0.8962 -1.0555
C: 1.1037 -0.6773 0.1875
C: -0.2230 -0.2733 0.2066
C: -0.9578 -0.1222 -0.9705
C: -0.8926 0.0267 1.5359
O: 0.0385 0.8614 2.1720
O: -0.5287 1.2653 3.4616
O: -1.8492 0.9151 3.5522
N: -2.0512 2.4341 4.6496
O: -2.8473 3.2234 4.1979
O: -1.3010 2.3823 5.5912
C: 3.1713 -1.2988 -1.0882
H: -2.1695 0.0026 -3.3561
H: -0.6976 0.6517 -4.1087
H: -1.0032 -1.0864 -4.1455
H: 1.4961 -0.9035 -3.2114
H: 1.6589 -0.8315 1.1232
H: -2.0147 0.1605 -0.8922
H: -1.8329 0.5385 1.3359
H: -1.0058 -0.9108 2.0908
H: 3.5427 -1.4587 -0.0665
H: 3.3077 -2.2232 -1.6662
H: 3.7804 -0.5132 -1.5558

## Properties
Largest force on an atom: 3.2 eV Å⁻¹
Frontier orbital gap (alpha / beta): 0.2779 / 0.2744 Ha
DFT total energy: -780.1231 hartree
E_HOMO (alpha / beta): -9.00 / -9.00 eV
Energy relative to the best compared isomer or geometry (same formula, charge and spin): 259.7 kcal/mol

=====

Entry 7:
The following is a quantum chemistry calculation of a structure of composition C9H11NO5Sn at a distorted geometry, from the Open Molecules 2025 dataset.

Geometry (Å):
Sn: -0.1857 0.9949 -1.0756
C: -0.1873 1.9113 0.5538
O: -0.1880 2.4778 1.5603
C: -0.1894 2.7028 -1.9137
O: -0.1917 3.7523 -2.3907
C: -2.0904 0.9797 -1.0950
O: -3.2435 0.9817 -1.0867
C: 1.7190 0.9877 -1.0952
O: 2.8720 0.9945 -1.0869
C: -0.1823 -0.6935 -2.6684
H: 0.7389 -1.2503 -2.5372
H: -1.1013 -1.2541 -2.5375
C: -0.1847 0.5114 -3.3458
H: -1.1056 0.9117 -3.7551
H: 0.7345 0.9157 -3.7548
C: 1.3818 -0.4502 2.0217
N: 0.1452 -1.2028 2.0421
C: -0.0557 -2.0941 3.1733
C: -0.8592 -1.1553 1.1052
O: -0.9455 -0.4301 0.1027
H: 2.2438 -1.1503 2.0418
H: 1.4324 0.2129 2.9111
H: 1.4937 0.1536 1.1399
H: -0.9706 -1.7948 3.7301
H: -0.1706 -3.1406 2.8180
H: 0.8002 -2.0604 3.8824
H: -1.7107 -1.8112 1.2613

## Properties
Largest force on an atom: 11.3 eV Å⁻¹
Frontier orbital gap (alpha / beta): 0.1978 / 0.2020 Ha
Charge: +2
DFT total energy: -993.7166 hartree
E_HOMO (alpha / beta): -14.52 / -14.75 eV
Energy relative to the best compared isomer or geometry (same formula, charge and spin): 207.3 kcal/mol

=====

Entry 8:
The following is a quantum chemistry calculation of a structure of composition C9H11NOS2 at a distorted geometry, from the Open Molecules 2025 dataset.

Geometry (Å):
C: -1.7873 -3.0846 -1.2584
C: -0.3601 -2.7101 -0.9164
C: -0.3041 -1.5553 0.0710
C: 1.2684 1.2735 -0.2326
C: 1.1134 2.4317 -0.9750
C: 0.5482 3.5566 -0.3606
C: 0.1449 3.5129 0.9692
C: 0.2854 2.3455 1.7184
C: 0.8654 1.2467 1.1013
H: -2.3292 -2.2604 -1.7419
H: -1.8105 -3.9403 -1.9475
H: -2.3626 -3.3739 -0.3552
H: 0.2052 -2.4273 -1.8366
H: 0.1863 -3.5825 -0.4722
H: -0.8418 -0.6882 -0.3170
H: -0.7928 -1.8524 1.0172
H: 1.3869 2.4682 -2.0269
H: 0.4694 4.4859 -0.9545
H: -0.3107 4.3818 1.4232
H: -0.0041 2.2593 2.7433
N: 1.1008 -1.2103 0.4067
O: 0.1380 -0.6721 2.8213
S: 1.9279 -0.2817 -0.7832
S: 1.2630 -0.3229 1.9062

## Properties
Largest force on an atom: 1.2 eV Å⁻¹
Frontier orbital gap: 0.3423 Ha
DFT total energy: -1275.8769 hartree
E_HOMO: -8.77 eV
Energy relative to the best compared isomer or geometry (same formula, charge and spin): 36.2 kcal/mol

=====

Entry 9:
The following is a quantum chemistry calculation of the molecule C9H11NS2 at a distorted geometry, from the Open Molecules 2025 dataset.

Geometry (Å):
C: -2.8813 2.0921 -0.6376
C: -2.9585 2.2953 0.7488
C: -1.8902 1.1994 -1.0662
C: -1.0108 0.8930 -0.0850
C: 0.0195 -0.0972 -0.6428
C: 1.0289 -2.2762 -0.2494
C: 0.8998 -0.5481 1.6575
C: 2.3798 -0.1272 -0.3203
C: 1.1197 -0.7907 0.1237
N: -0.1230 -0.2499 -1.8817
S: -1.5328 1.5440 1.4932
S: -1.3805 0.5987 -2.6136
H: -3.6910 2.4810 -1.3134
H: -3.7926 2.7716 1.2440
H: 1.8620 -2.9619 0.0552
H: 0.2425 -2.7772 0.2991
H: 1.0039 -2.4929 -1.2482
H: 1.4948 -1.2736 2.1880
H: 1.1687 0.4166 1.9125
H: -0.2018 -0.6612 1.7758
H: 3.3730 -0.6882 -0.1157
H: 2.3153 -0.2075 -1.4591
H: 2.5545 0.8601 0.1350

## Properties
Largest force on an atom: 3.8 eV Å⁻¹
Frontier orbital gap: 0.3424 Ha
SMILES: CC(C)(C)c1nsc2ccsc12
DFT total energy: -1200.6262 hartree
E_HOMO: -8.68 eV
Energy relative to the best compared isomer or geometry (same formula, charge and spin): 35.6 kcal/mol